1.
{
  "formula": "C12H26BMgN2O2P2",
  "method": "wB97M-V/def2-TZVPD",
  "symbols": ["Mg", "P", "C", "C", "N", "C", "C", "C", "C", "C", "P", "H", "H", "H", "H", "H", "H", "H", "H", "O", "H", "H", "O", "H", "C", "H", "H", "H", "C", "H", "H", "H", "C", "H", "H", "H", "C", "H", "H", "H", "B", "C", "N", "H", "H", "H"],
  "coordinates": [[0.11056, 0.81125, 0.29111], [2.44369, -0.74915, 0.89233], [2.32074, -0.80553, -0.90769], [1.15845, -1.24962, -1.53574], [-0.07868, -0.76231, -1.08530], [-1.25419, -1.17714, -1.57823], [-1.30427, -2.19706, -2.53642], [-0.07812, -2.71857, -3.01760], [1.13956, -2.22157, -2.52426], [-2.53094, -0.53883, -1.05970], [-2.27914, 1.19199, -0.29848], [2.10098, -2.58758, -2.86417], [-2.24384, -2.53333, -2.87293], [-0.08565, -3.50817, -3.78033], [-3.24789, -0.49260, -1.89001], [-2.95733, -1.18660, -0.27378], [2.17667, 0.81286, -1.17180], [3.33292, -1.01823, -1.46038], [0.67723, 3.44806, -0.71482], [1.65560, 1.56564, -1.06168], [1.24445, 1.84248, -1.93356], [-0.80708, 2.41618, 0.33611], [-0.14029, 3.83897, -0.39272], [0.02913, 4.28586, 0.49580], [-2.72290, 2.17663, -1.77862], [-3.70876, 1.88939, -2.17116], [-2.75121, 3.23658, -1.49567], [-1.96979, 2.02186, -2.56369], [-3.86884, 1.23784, 0.64846], [-3.77559, 2.04927, 1.38353], [-4.74642, 1.42962, 0.00680], [-4.02304, 0.28967, 1.18783], [2.37510, -2.54532, 1.21017], [3.36368, -2.98463, 1.01126], [2.10414, -2.66209, 2.25696], [1.60815, -3.01570, 0.57027], [4.21342, -0.38253, 1.14752], [4.32009, -0.07062, 2.19684], [4.80891, -1.28585, 0.96695], [4.53661, 0.43743, 0.49433], [-0.20536, 0.12041, 4.79590], [-0.18592, 0.62541, 3.35166], [-0.12789, 0.98096, 2.22857], [0.80113, -0.54592, 4.99862], [-1.20465, -0.56218, 4.96479], [-0.22343, 1.09277, 5.53293]],
  "e_tot_ev": -44631.005,
  "e_above_lowest_kcal_mol": 137.7,
  "total_charge": 1,
  "homo_lumo_gap_ev": [8.0, 4.6],
  "e_lumo_ev": [-3.5, -5.6],
  "homo_ev": [-11.54, -10.19]
}


2.
{
  "formula": "C12H26BN2O2P2Ti",
  "method": "wB97M-V/def2-TZVPD",
  "symbols": ["Ti", "P", "C", "C", "N", "C", "C", "C", "C", "C", "P", "H", "H", "H", "H", "H", "H", "H", "H", "O", "H", "H", "O", "H", "C", "H", "H", "H", "C", "H", "H", "H", "C", "H", "H", "H", "C", "H", "H", "H", "B", "C", "N", "H", "H", "H"],
  "coordinates": [[0.27630, 0.46065, -0.43651], [2.29982, -0.97483, 0.18990], [2.40401, -1.65741, -1.47296], [1.17078, -1.72154, -2.17190], [-0.01676, -1.12885, -1.69883], [-1.22178, -1.42608, -2.21436], [-1.30097, -2.41102, -3.17144], [-0.15625, -3.04128, -3.64155], [1.08299, -2.66110, -3.20146], [-2.47984, -0.78973, -1.67050], [-2.28083, 0.87900, -0.97730], [2.01423, -3.06115, -3.60198], [-2.28404, -2.73969, -3.45901], [-0.22396, -3.81202, -4.39284], [-3.22489, -0.70435, -2.48367], [-2.92875, -1.40065, -0.85903], [2.41380, 1.21604, -2.27440], [3.30153, -1.40332, -2.10101], [0.29657, 6.98966, -1.04999], [1.70856, 1.60647, -1.74633], [1.72198, 2.54309, -2.04068], [-0.99289, 1.50159, -0.25634], [-0.21743, 6.43768, -0.47034], [0.18422, 5.54818, -0.57182], [-2.66133, 2.09806, -2.25074], [-3.71018, 2.05420, -2.54537], [-2.44390, 3.10536, -1.88749], [-2.04024, 1.94150, -3.13274], [-3.52012, 1.04879, 0.31017], [-3.22285, 1.86336, 0.97555], [-4.48781, 1.32812, -0.11389], [-3.58651, 0.11257, 0.87482], [2.20906, -2.62682, 0.90244], [3.21152, -3.05474, 0.90743], [1.77222, -2.62335, 1.89190], [1.61050, -3.24474, 0.23336], [3.89333, -0.25671, 0.63966], [3.87280, 0.10596, 1.67040], [4.70092, -0.98422, 0.55941], [4.15781, 0.60864, 0.02908], [-0.28272, -0.02755, 4.14858], [-0.09149, 0.21989, 2.66583], [0.07934, 0.37013, 1.50455], [-1.31480, 0.56850, 4.46421], [0.71916, 0.39684, 4.73011], [-0.41084, -1.25342, 4.24710]],
  "e_tot_ev": -62291.751,
  "e_above_lowest_kcal_mol": 91.7,
  "total_charge": 2,
  "homo_lumo_gap_ev": [5.1, 4.4],
  "e_lumo_ev": [-8.6, -9.1],
  "homo_ev": [-13.68, -13.56],
  "spin_multiplicity": 2
}


3.
{
  "formula": "C12H26Cl2FGaO2P",
  "method": "wB97M-V/def2-TZVPD",
  "symbols": ["C", "C", "C", "O", "O", "C", "C", "Ga", "C", "C", "C", "F", "P", "C", "C", "H", "H", "H", "H", "H", "H", "H", "H", "H", "H", "H", "H", "H", "H", "H", "H", "H", "H", "H", "H", "H", "H", "Cl", "C", "C", "Cl", "H", "H", "H", "H"],
  "coordinates": [[0.54010, 0.91593, 2.53920], [-0.55758, 1.99990, 2.05452], [-1.87688, 1.27811, 1.47986], [-2.49351, 0.55445, 2.28067], [-2.23249, 1.48501, 0.13522], [-1.95512, 0.27477, -0.67365], [-0.39920, 0.04570, -0.95337], [0.19642, -1.92450, -1.06235], [2.27578, -1.98314, -1.05896], [2.97298, -0.74758, -0.31427], [3.59548, -1.08930, 1.10352], [4.27277, 0.12390, 1.57153], [-0.51345, -3.29181, 0.69910], [-2.34204, -3.07589, 1.13192], [0.60535, -3.19657, 2.22339], [1.38873, 1.47112, 3.07192], [1.03404, 0.38601, 1.65669], [0.08516, 0.11869, 3.21088], [-0.06468, 2.53374, 1.16671], [-0.80878, 2.74506, 2.86895], [-2.44872, 0.50250, -1.69002], [-2.50558, -0.62168, -0.25282], [-0.19021, 0.50417, -1.98681], [0.17347, 0.69035, -0.21323], [-0.29671, -2.55507, -2.45250], [2.69420, -2.07810, -2.11173], [2.58240, -2.94004, -0.49653], [3.85111, -0.42002, -0.98161], [2.32106, 0.17154, -0.19149], [2.82342, -1.31961, 1.91168], [4.40819, -1.88977, 1.07594], [-2.48065, -2.08094, 1.67942], [-2.98247, -2.98941, 0.18308], [-2.76976, -3.92663, 1.77095], [1.55872, -3.77891, 1.96015], [0.14102, -3.78451, 3.09497], [0.83441, -2.12062, 2.52108], [0.10240, 3.97729, -1.93996], [-0.85002, 4.25222, -3.41921], [-2.12562, 3.43570, -3.43818], [-1.80508, 1.69331, -3.61154], [-0.21577, 4.02450, -4.27711], [-1.09166, 5.31637, -3.44675], [-2.74093, 3.73059, -4.29048], [-2.71029, 3.58313, -2.52878]],
  "e_tot_ev": -106386.522,
  "e_above_lowest_kcal_mol": 40.1,
  "total_charge": -1,
  "homo_lumo_gap_ev": 5.7,
  "e_lumo_ev": 2.5,
  "homo_ev": -3.23
}


4.
{
  "formula": "C12H26CoNO3P2",
  "method": "wB97M-V/def2-TZVPD",
  "symbols": ["Co", "P", "C", "C", "N", "C", "C", "C", "C", "C", "P", "H", "H", "H", "H", "H", "H", "H", "H", "O", "H", "H", "O", "H", "C", "H", "H", "H", "C", "H", "H", "H", "C", "H", "H", "H", "C", "H", "H", "H", "C", "O", "H", "H", "H"],
  "coordinates": [[-0.60780, 0.25315, -0.12233], [2.26512, -0.69524, 0.42782], [2.09018, -0.84737, -1.29585], [0.90923, -1.24864, -2.01676], [-0.34582, -0.77741, -1.65795], [-1.48666, -1.23421, -2.26856], [-1.36417, -2.21650, -3.22860], [-0.11181, -2.68482, -3.64074], [1.02511, -2.16054, -3.06702], [-2.77906, -0.66090, -1.81201], [-2.51747, 0.90997, -0.87847], [2.03833, -2.47426, -3.31460], [-2.27166, -2.59404, -3.66112], [-0.00808, -3.44137, -4.42337], [-3.45380, -0.47897, -2.68183], [-3.31425, -1.37720, -1.14540], [2.15357, 1.21762, -1.89104], [2.99510, -0.79543, -1.89702], [1.00050, 3.02416, -1.16175], [2.71786, 1.95546, -2.23031], [2.18593, 2.23513, -3.05765], [-0.71309, 1.68665, -0.07069], [0.40669, 3.77506, -1.14792], [0.47114, 3.79674, -0.12894], [-2.81943, 2.16173, -2.16153], [-3.70861, 1.98634, -2.67677], [-2.84752, 3.16838, -1.65885], [-1.94642, 2.17605, -2.86999], [-3.92514, 1.01406, 0.26698], [-3.73775, 1.83699, 0.96016], [-4.86548, 1.19640, -0.26963], [-4.00548, 0.07772, 0.83539], [2.18498, -2.36093, 0.99696], [3.10341, -2.84684, 0.65911], [2.07095, -2.39396, 2.07136], [1.32830, -2.85584, 0.48184], [3.68454, 0.24622, 0.97119], [3.64482, 0.34993, 2.04387], [4.60116, -0.28809, 0.67443], [3.70049, 1.25642, 0.49562], [0.42738, 0.00523, 2.38824], [1.00186, 0.11364, 1.06013], [0.80605, -0.88901, 2.85896], [-0.68106, -0.03303, 2.24737], [0.69849, 0.91120, 2.93999]],
  "e_tot_ev": -76692.510,
  "total_charge": 1,
  "homo_lumo_gap_ev": [5.0, 5.9],
  "e_lumo_ev": [-2.5, -5.3],
  "homo_ev": [-7.50, -11.24],
  "spin_multiplicity": 4
}


5.
{
  "formula": "C12H26CrF8N3O7S2",
  "method": "wB97M-V/def2-TZVPD",
  "symbols": ["Cr", "F", "F", "C", "F", "F", "F", "S", "O", "O", "N", "S", "O", "O", "C", "F", "F", "F", "C", "O", "C", "C", "N", "C", "C", "O", "C", "H", "H", "H", "H", "H", "H", "H", "H", "H", "H", "H", "H", "H", "H", "H", "C", "C", "C", "O", "C", "N", "H", "H", "H", "H", "H", "H", "H", "H", "H", "H", "H"],
  "coordinates": [[-0.09425, 0.49158, -0.18460], [-0.33198, 1.50200, -1.94361], [0.03812, -0.05417, 1.78132], [0.33726, -3.21172, 1.23678], [0.52077, -4.51114, 1.19255], [0.03363, -2.87832, 2.53654], [1.45995, -2.63522, 0.82372], [-1.16566, -2.66978, 0.09212], [-1.63483, -3.87574, -0.58354], [-2.15991, -2.01979, 0.92668], [-0.43739, -1.32615, -0.83946], [-0.33079, -2.02851, -2.34202], [-1.53714, -2.57378, -2.85539], [0.20146, -0.98519, -3.23470], [1.08878, -3.42372, -2.27255], [1.40994, -3.77466, -3.50778], [2.14743, -2.82166, -1.69866], [0.60498, -4.45724, -1.62601], [-6.35891, 1.48648, 1.35958], [-5.08818, 1.60934, 0.86959], [-4.63520, 0.41582, 0.31721], [-3.28027, 0.66724, -0.49075], [-2.19958, 0.95562, 0.40984], [-2.19148, 2.43501, 0.63410], [-0.88908, 2.91161, 1.30691], [0.17901, 2.49353, 0.45054], [1.18253, 3.47391, 0.30807], [-6.64090, 2.47929, 1.71017], [-6.31321, 0.85487, 2.24676], [-7.14193, 1.13438, 0.68800], [-5.32427, 0.06965, -0.45314], [-4.62831, -0.46718, 0.95625], [-3.50128, 1.42065, -1.24681], [-3.08348, -0.24928, -1.04696], [-2.51802, 0.62870, 1.31085], [-3.05484, 2.69587, 1.24620], [-2.38350, 2.98474, -0.28733], [-0.73123, 2.39156, 2.25175], [-0.97921, 3.98559, 1.46988], [1.88655, 3.13131, -0.45027], [1.66945, 3.65351, 1.26659], [0.62126, 4.35215, -0.01095], [3.05352, 0.22791, 1.73559], [3.22061, 0.75285, 0.30575], [4.41988, 0.13205, -0.49969], [4.03907, -1.16666, -1.00868], [5.15884, -1.80239, -1.49944], [1.99618, 0.38384, -0.45124], [2.29276, 0.80033, 2.26633], [3.97968, 0.29206, 2.30674], [2.69248, -0.79414, 1.85036], [3.38635, 1.83013, 0.31586], [5.19563, 0.07919, 0.26418], [4.73096, 0.84311, -1.26502], [5.59109, -1.38189, -2.40743], [5.04215, -2.87902, -1.62336], [5.92262, -1.78226, -0.72206], [2.32819, -0.56721, -0.52461], [2.20369, 0.77095, -1.36075]],
  "e_tot_ev": -103498.307,
  "e_above_lowest_kcal_mol": 0.0,
  "homo_lumo_gap_ev": [9.7, 10.3],
  "e_lumo_ev": [-0.3, 0.2],
  "homo_ev": [-10.02, -10.13],
  "spin_multiplicity": 4
}


Please write out number 3 again, unchanged.
{
  "formula": "C12H26Cl2FGaO2P",
  "method": "wB97M-V/def2-TZVPD",
  "symbols": ["C", "C", "C", "O", "O", "C", "C", "Ga", "C", "C", "C", "F", "P", "C", "C", "H", "H", "H", "H", "H", "H", "H", "H", "H", "H", "H", "H", "H", "H", "H", "H", "H", "H", "H", "H", "H", "H", "Cl", "C", "C", "Cl", "H", "H", "H", "H"],
  "coordinates": [[0.54010, 0.91593, 2.53920], [-0.55758, 1.99990, 2.05452], [-1.87688, 1.27811, 1.47986], [-2.49351, 0.55445, 2.28067], [-2.23249, 1.48501, 0.13522], [-1.95512, 0.27477, -0.67365], [-0.39920, 0.04570, -0.95337], [0.19642, -1.92450, -1.06235], [2.27578, -1.98314, -1.05896], [2.97298, -0.74758, -0.31427], [3.59548, -1.08930, 1.10352], [4.27277, 0.12390, 1.57153], [-0.51345, -3.29181, 0.69910], [-2.34204, -3.07589, 1.13192], [0.60535, -3.19657, 2.22339], [1.38873, 1.47112, 3.07192], [1.03404, 0.38601, 1.65669], [0.08516, 0.11869, 3.21088], [-0.06468, 2.53374, 1.16671], [-0.80878, 2.74506, 2.86895], [-2.44872, 0.50250, -1.69002], [-2.50558, -0.62168, -0.25282], [-0.19021, 0.50417, -1.98681], [0.17347, 0.69035, -0.21323], [-0.29671, -2.55507, -2.45250], [2.69420, -2.07810, -2.11173], [2.58240, -2.94004, -0.49653], [3.85111, -0.42002, -0.98161], [2.32106, 0.17154, -0.19149], [2.82342, -1.31961, 1.91168], [4.40819, -1.88977, 1.07594], [-2.48065, -2.08094, 1.67942], [-2.98247, -2.98941, 0.18308], [-2.76976, -3.92663, 1.77095], [1.55872, -3.77891, 1.96015], [0.14102, -3.78451, 3.09497], [0.83441, -2.12062, 2.52108], [0.10240, 3.97729, -1.93996], [-0.85002, 4.25222, -3.41921], [-2.12562, 3.43570, -3.43818], [-1.80508, 1.69331, -3.61154], [-0.21577, 4.02450, -4.27711], [-1.09166, 5.31637, -3.44675], [-2.74093, 3.73059, -4.29048], [-2.71029, 3.58313, -2.52878]],
  "e_tot_ev": -106386.522,
  "e_above_lowest_kcal_mol": 40.1,
  "total_charge": -1,
  "homo_lumo_gap_ev": 5.7,
  "e_lumo_ev": 2.5,
  "homo_ev": -3.23
}


Please write out number 3 again, unchanged.
{
  "formula": "C12H26Cl2FGaO2P",
  "method": "wB97M-V/def2-TZVPD",
  "symbols": ["C", "C", "C", "O", "O", "C", "C", "Ga", "C", "C", "C", "F", "P", "C", "C", "H", "H", "H", "H", "H", "H", "H", "H", "H", "H", "H", "H", "H", "H", "H", "H", "H", "H", "H", "H", "H", "H", "Cl", "C", "C", "Cl", "H", "H", "H", "H"],
  "coordinates": [[0.54010, 0.91593, 2.53920], [-0.55758, 1.99990, 2.05452], [-1.87688, 1.27811, 1.47986], [-2.49351, 0.55445, 2.28067], [-2.23249, 1.48501, 0.13522], [-1.95512, 0.27477, -0.67365], [-0.39920, 0.04570, -0.95337], [0.19642, -1.92450, -1.06235], [2.27578, -1.98314, -1.05896], [2.97298, -0.74758, -0.31427], [3.59548, -1.08930, 1.10352], [4.27277, 0.12390, 1.57153], [-0.51345, -3.29181, 0.69910], [-2.34204, -3.07589, 1.13192], [0.60535, -3.19657, 2.22339], [1.38873, 1.47112, 3.07192], [1.03404, 0.38601, 1.65669], [0.08516, 0.11869, 3.21088], [-0.06468, 2.53374, 1.16671], [-0.80878, 2.74506, 2.86895], [-2.44872, 0.50250, -1.69002], [-2.50558, -0.62168, -0.25282], [-0.19021, 0.50417, -1.98681], [0.17347, 0.69035, -0.21323], [-0.29671, -2.55507, -2.45250], [2.69420, -2.07810, -2.11173], [2.58240, -2.94004, -0.49653], [3.85111, -0.42002, -0.98161], [2.32106, 0.17154, -0.19149], [2.82342, -1.31961, 1.91168], [4.40819, -1.88977, 1.07594], [-2.48065, -2.08094, 1.67942], [-2.98247, -2.98941, 0.18308], [-2.76976, -3.92663, 1.77095], [1.55872, -3.77891, 1.96015], [0.14102, -3.78451, 3.09497], [0.83441, -2.12062, 2.52108], [0.10240, 3.97729, -1.93996], [-0.85002, 4.25222, -3.41921], [-2.12562, 3.43570, -3.43818], [-1.80508, 1.69331, -3.61154], [-0.21577, 4.02450, -4.27711], [-1.09166, 5.31637, -3.44675], [-2.74093, 3.73059, -4.29048], [-2.71029, 3.58313, -2.52878]],
  "e_tot_ev": -106386.522,
  "e_above_lowest_kcal_mol": 40.1,
  "total_charge": -1,
  "homo_lumo_gap_ev": 5.7,
  "e_lumo_ev": 2.5,
  "homo_ev": -3.23
}